Entry from the OMol25 dataset: the molecule C25H30N2O2 (wB97M-V/def2-TZVPD).

Last columns: bonded neighbours and bond lengths (Å).
CARTESIAN COORDINATES (ANGSTROEM)
1 C 6.37 -1.66 1.04  H4 1.081, C33 1.397, C46 1.381
2 H -4.02 0.88 0.87  C6 1.098
3 H 0.73 2.33 -0.42  C22 1.091
4 H 5.62 -1.89 1.78  C1 1.081
5 C 8.30 -1.07 -0.85  C9 1.381, C31 1.386, H37 1.080
6 C -3.30 0.08 1.11  H2 1.098, C42 1.507, N49 1.451, H51 1.096
7 H 5.04 1.35 -1.48  C27 1.080
8 C -4.55 -3.57 -0.76  C23 1.385, H48 1.080, C53 1.382
9 C 7.08 -0.43 -0.90  C5 1.381, C33 1.397, H54 1.079
10 C -1.76 0.72 -0.67  C12 1.539, C45 1.534, N49 1.453, H57 1.098
11 H -3.39 2.08 -0.94  C12 1.093
12 C -2.30 2.12 -1.02  C10 1.539, H11 1.093, C15 1.529, H32 1.091
13 C 3.05 1.57 -0.69  N26 1.354, C27 1.482, O55 1.218
14 H -2.41 4.11 -0.20  C15 1.094
15 C -1.77 3.23 -0.09  C12 1.529, H14 1.094, H30 1.088, C43 1.528
16 H 9.53 -2.50 0.17  C31 1.080
17 H -7.06 -0.42 -1.70  C41 1.095
18 C 4.78 -0.08 0.05  C27 1.336, C33 1.455, H36 1.085
19 H -1.18 3.47 1.97  C43 1.091
20 C -5.03 -1.30 -0.13  C23 1.390, O39 1.368, C42 1.402
21 H -7.73 -0.99 -0.15  C41 1.095
22 C 0.67 1.29 -0.11  H3 1.091, N26 1.449, C34 1.531, C45 1.530
23 C -5.42 -2.49 -0.73  C8 1.385, C20 1.390, H58 1.079
24 H -2.80 2.82 1.75  C43 1.093
25 H -1.93 -2.19 0.85  C44 1.079
26 N 2.03 0.79 -0.27  C13 1.354, C22 1.449, H38 1.007
27 C 4.37 0.90 -0.76  H7 1.080, C13 1.482, C18 1.336
28 H -7.54 0.75 -0.45  C41 1.089
29 H -2.62 -4.32 -0.22  C53 1.079
30 H -0.77 3.52 -0.39  C15 1.088
31 C 8.57 -2.01 0.14  C5 1.386, H16 1.080, C46 1.385
32 H -2.05 2.35 -2.05  C12 1.091
33 C 6.09 -0.72 0.05  C1 1.397, C9 1.397, C18 1.455
34 C 0.25 1.18 1.35  C22 1.531, C35 1.535, H40 1.091, H52 1.094
35 C -1.26 1.35 1.57  C34 1.535, C43 1.539, N49 1.450, H50 1.099
36 H 4.11 -0.45 0.81  C18 1.085
37 H 9.05 -0.84 -1.59  C5 1.080
38 H 2.19 -0.18 -0.09  N26 1.007
39 O -5.82 -0.19 -0.05  C20 1.368, C41 1.406
40 H 0.80 1.91 1.95  C34 1.091
41 C -7.11 -0.23 -0.63  H17 1.095, H21 1.095, H28 1.089, O39 1.406
42 C -3.76 -1.20 0.45  C6 1.507, C20 1.402, C44 1.385
43 C -1.78 2.78 1.37  C15 1.528, H19 1.091, H24 1.093, C35 1.539
44 C -2.91 -2.29 0.41  H25 1.079, C42 1.385, C53 1.384
45 C -0.28 0.50 -1.02  C10 1.534, C22 1.530, H47 1.091, H56 1.094
46 C 7.60 -2.30 1.08  C1 1.381, C31 1.385, H59 1.080
47 H -0.10 0.76 -2.06  C45 1.091
48 H -4.87 -4.49 -1.24  C8 1.080
49 N -1.94 0.38 0.73  C6 1.451, C10 1.453, C35 1.450
50 H -1.46 1.07 2.62  C35 1.099
51 H -3.32 -0.06 2.20  C6 1.096
52 H 0.52 0.18 1.71  C34 1.094
53 C -3.30 -3.48 -0.20  C8 1.382, H29 1.079, C44 1.384
54 H 6.88 0.29 -1.68  C9 1.079
55 O 2.91 2.75 -0.98  C13 1.218
56 H -0.07 -0.56 -0.89  C45 1.094
57 H -2.34 -0.01 -1.25  C10 1.098
58 H -6.39 -2.59 -1.18  C23 1.079
59 H 7.80 -3.02 1.86  C46 1.080

The HOMO-LUMO gap is 8.49 eV. As for the energy above the lowest of the compared OMol25 structures with the same formula, charge and spin: 40.91 kcal per mole. As for the SMILES: COc1ccccc1CN1[C@@H]2CCC[C@H]1C[C@H](NC(=O)/C=C/c1ccccc1)C2.

***

Entry from the OMol25 dataset: the molecule C25H30N2O6 (wB97M-V/def2-TZVPD).

Last columns: bonded neighbours and bond lengths (Å).
CARTESIAN COORDINATES (ANGSTROEM)
1 C -1.67 -2.18 -1.76  H9 1.080, C37 1.377, C41 1.392
2 H 3.08 -4.29 2.41  C31 1.087
3 C 2.00 -2.96 1.11  O21 1.422, H24 1.092, C31 1.523, H42 1.099
4 C 1.87 -0.03 1.62  O8 1.361, C15 1.390, C20 1.407
5 H 2.26 -2.34 4.69  C44 1.086
6 C -2.31 0.08 -1.15  C18 1.427, C41 1.408, C55 1.394
7 C -1.34 -0.43 1.48  N23 1.369, O38 1.223, C60 1.461
8 O 2.48 -0.69 2.65  C4 1.361, C11 1.418
9 H -1.24 -3.13 -1.49  C1 1.080
10 C 3.34 0.18 -2.91  H22 1.088, H26 1.087, H53 1.087, C62 1.525
11 C 2.17 -0.31 3.98  O8 1.418, H14 1.097, H36 1.099, C44 1.521
12 H -2.71 2.07 -0.43  C18 1.081
13 C 1.30 0.03 -0.73  C20 1.404, C54 1.387, O59 1.374
14 H 1.09 -0.23 4.09  C11 1.097
15 C 1.30 1.23 1.77  C4 1.390, C17 1.386, H46 1.078
16 H 3.80 -1.48 4.77  C44 1.087
17 C 0.70 1.87 0.70  C15 1.386, C54 1.385, C63 1.498
18 C -2.34 1.09 -0.15  C6 1.427, H12 1.081, C60 1.352
19 O 0.51 4.22 0.40  C63 1.217
20 C 1.82 -0.67 0.37  C4 1.407, C13 1.404, O21 1.372
21 O 2.26 -1.95 0.14  C3 1.422, C20 1.372
22 H 3.66 0.67 -1.99  C10 1.088
23 N -1.35 -1.37 0.49  C7 1.369, H40 1.013, C41 1.370
24 H 1.32 -2.60 1.88  C3 1.092
25 C -1.80 4.44 1.82  N43 1.445, H47 1.092, H49 1.092, H50 1.089
26 H 2.83 0.91 -3.53  C10 1.087
27 H 2.07 -1.47 -3.51  C62 1.093
28 H -3.17 1.23 -2.75  C55 1.078
29 H -2.00 -2.75 -3.77  C37 1.078
30 H 2.91 -1.71 -1.95  C62 1.094
31 C 3.30 -3.47 1.73  H2 1.087, C3 1.523, H34 1.085, H57 1.087
32 C -2.65 -0.72 -3.41  C37 1.400, O39 1.361, C55 1.386
33 H -1.94 -1.64 -5.85  C48 1.095
34 H 3.79 -2.67 2.26  C31 1.085
35 H 0.34 1.80 -1.42  C54 1.078
36 H 2.64 0.66 4.21  C11 1.099
37 C -2.10 -1.95 -3.05  C1 1.377, H29 1.078, C32 1.400
38 O -0.92 -0.71 2.60  C7 1.223
39 O -3.11 -0.41 -4.65  C32 1.361, C48 1.407
40 H -0.96 -2.27 0.73  N23 1.013
41 C -1.77 -1.17 -0.80  C1 1.392, C6 1.408, N23 1.370
42 H 1.51 -3.78 0.56  C3 1.099
43 N -1.12 3.19 1.58  C25 1.445, C58 1.452, C63 1.358
44 C 2.72 -1.38 4.90  H5 1.086, C11 1.521, H16 1.087, H56 1.086
45 H -3.39 -0.90 -6.57  C48 1.089
46 H 1.31 1.72 2.73  C15 1.078
47 H -1.89 4.63 2.90  C25 1.092
48 C -2.98 -1.37 -5.67  H33 1.095, O39 1.407, H45 1.089, H52 1.095
49 H -2.80 4.42 1.38  C25 1.092
50 H -1.22 5.23 1.36  C25 1.089
51 H -2.73 2.26 2.47  C58 1.094
52 H -3.56 -2.27 -5.45  C48 1.095
53 H 4.22 -0.19 -3.43  C10 1.087
54 C 0.76 1.30 -0.56  C13 1.387, C17 1.385, H35 1.078
55 C -2.75 0.28 -2.46  C6 1.394, H28 1.078, C32 1.386
56 H 2.51 -1.11 5.94  C44 1.086
57 H 3.96 -3.83 0.94  C31 1.087
58 C -1.73 1.99 2.11  N43 1.452, H51 1.094, C60 1.505, H61 1.096
59 O 1.20 -0.54 -1.97  C13 1.374, C62 1.421
60 C -1.84 0.89 1.09  C7 1.461, C18 1.352, C58 1.505
61 H -1.17 1.59 2.97  C58 1.096
62 C 2.40 -0.98 -2.59  C10 1.525, H27 1.093, H30 1.094, O59 1.421
63 C 0.04 3.20 0.87  C17 1.498, O19 1.217, N43 1.358

The HOMO-LUMO gap is 8.07 eV. As for the energy above the lowest of the compared OMol25 structures with the same formula, charge and spin: 65.04 kcal per mole. As for the SMILES: CCOc1cc(C(=O)N(C)Cc2cc3cc(OC)ccc3[nH]c2=O)cc(OCC)c1OCC.

***

Entry from the OMol25 dataset: the molecule C25H30N4O3S in a non-equilibrium geometry (wB97M-V/def2-TZVPD).

Last columns: bonded neighbours and bond lengths (Å).
CARTESIAN COORDINATES (ANGSTROEM)
1 H 6.66 -0.26 1.95  C30 1.080
2 H -3.30 0.34 -3.76  C43 1.094
3 N 2.54 1.68 1.80  C22 1.361, C31 1.410, C34 1.379
4 H 8.68 1.83 1.52  C20 1.090
5 C -0.52 1.06 -0.01  C41 1.426, H55 1.100, N63 1.275
6 C 4.56 2.94 2.26  C14 1.383, C31 1.389, H36 1.079
7 H -1.98 -3.03 0.40  C40 1.087
8 H -0.56 2.00 2.73  C61 1.072
9 H -6.96 -1.58 1.76  C44 1.090
10 H 2.87 1.93 4.48  C25 1.089
11 O -0.21 -0.53 -3.71  C15 1.212
12 H -0.87 -2.71 -4.17  C59 1.084
13 H 3.57 1.37 -0.65  C51 1.089
14 C 5.93 2.99 2.43  C6 1.383, C26 1.389, H28 1.080
15 C -1.26 -0.20 -3.20  O11 1.212, N38 1.356, C43 1.533
16 H -2.52 -3.85 -1.07  C40 1.089
17 H -5.38 -0.24 -2.89  C23 1.080
18 H 2.82 -0.22 -0.55  C51 1.090
19 H -6.78 0.16 1.60  C44 1.087
20 C 8.19 1.89 2.50  H4 1.090, C26 1.497, H42 1.087, H57 1.088
21 N -3.15 -1.65 -3.07  S29 1.667, C37 1.413, C43 1.446
22 C 1.90 1.27 0.67  N3 1.361, C41 1.389, C51 1.482
23 C -5.07 -0.66 -1.95  H17 1.080, C24 1.381, C37 1.391
24 C -5.81 -0.43 -0.80  C23 1.381, H39 1.080, C49 1.389
25 C 2.01 2.49 4.12  H10 1.089, H27 1.091, C34 1.488, H60 1.087
26 C 6.71 1.84 2.33  C14 1.389, C20 1.497, C30 1.391
27 H 2.25 3.55 4.13  C25 1.091
28 H 6.41 3.94 2.65  C14 1.080
29 S -3.21 -3.10 -3.89  N21 1.667, O46 1.435, O47 1.432, C59 1.809
30 C 6.07 0.64 2.04  H1 1.080, C26 1.391, C54 1.381
31 C 3.94 1.74 1.97  N3 1.410, C6 1.389, C54 1.390
32 H -2.52 -0.83 -4.85  C43 1.091
33 H -2.31 0.57 -1.61  N38 1.024
34 C 1.61 2.03 2.76  N3 1.379, C25 1.488, C61 1.363
35 H -5.60 -0.77 2.53  C44 1.088
36 H 3.97 3.85 2.33  C6 1.079
37 C -3.92 -1.45 -1.90  N21 1.413, C23 1.391, C62 1.397
38 N -1.38 0.39 -1.99  C15 1.356, H33 1.024, N63 1.353
39 H -6.70 0.18 -0.85  C24 1.080
40 C -2.29 -2.88 -0.63  H7 1.087, H16 1.089, H56 1.089, C62 1.495
41 C 0.54 1.36 0.90  C5 1.426, C22 1.389, C61 1.424
42 H 8.50 2.82 2.97  C20 1.087
43 C -2.63 -0.52 -3.81  H2 1.094, C15 1.533, N21 1.446, H32 1.091
44 C -6.23 -0.78 1.65  H9 1.090, H19 1.087, H35 1.088, C49 1.498
45 H -1.41 -4.26 -4.88  C59 1.082
46 O -3.70 -2.86 -5.22  S29 1.435
47 O -3.92 -4.04 -3.07  S29 1.432
48 H -1.20 -4.11 -3.11  C59 1.081
49 C -5.42 -0.99 0.41  C24 1.389, C44 1.498, C52 1.388
50 H -3.97 -2.23 1.38  C52 1.081
51 C 2.62 0.85 -0.56  H13 1.089, H18 1.090, C22 1.482, H53 1.087
52 C -4.28 -1.78 0.44  C49 1.388, H50 1.081, C62 1.388
53 H 1.99 1.05 -1.42  C51 1.087
54 C 4.70 0.58 1.86  C30 1.381, C31 1.390, H58 1.079
55 H -1.54 1.24 0.35  C5 1.100
56 H -1.47 -2.43 -1.19  C40 1.089
57 H 8.54 1.05 3.10  C20 1.088
58 H 4.22 -0.36 1.65  C54 1.079
59 C -1.48 -3.60 -4.02  H12 1.084, S29 1.809, H45 1.082, H48 1.081
60 H 1.18 2.33 4.81  C25 1.087
61 C 0.37 1.83 2.23  H8 1.072, C34 1.363, C41 1.424
62 C -3.52 -2.02 -0.69  C37 1.397, C40 1.495, C52 1.388
63 N -0.31 0.62 -1.19  C5 1.275, N38 1.353

The HOMO-LUMO gap is 8.28 eV. As for the energy above the lowest of the compared OMol25 structures with the same formula, charge and spin: 44.00 kcal per mole. As for the SMILES: Cc1ccc(-n2c(C)cc(/C=N/NC(=O)CN(c3ccc(C)cc3C)S(C)(=O)=O)c2C)cc1.

***

Entry from the OMol25 dataset: the molecule C25H30N4O4S in a non-equilibrium geometry (wB97M-V/def2-TZVPD).

Last columns: bonded neighbours and bond lengths (Å).
CARTESIAN COORDINATES (ANGSTROEM)
1 H -4.16 -0.01 2.03  C16 1.094
2 C -3.79 -2.41 -0.82  C11 1.319, C23 1.504, H61 1.081
3 H 1.52 -3.60 -1.52  C15 1.090
4 O -4.99 1.11 0.10  C34 1.212
5 C -0.98 -1.88 0.47  N7 1.306, S25 1.734, N32 1.366
6 H -5.40 -1.07 -0.74  C11 1.078
7 N -0.15 -0.95 0.86  C5 1.306, N36 1.340
8 C 3.62 0.74 0.83  C38 1.390, H47 1.079, C53 1.387
9 O 1.19 -0.13 -2.59  C21 1.410, C48 1.363
10 H 1.29 -1.91 -1.03  C15 1.089
11 C -4.78 -1.71 -1.34  C2 1.319, H6 1.078, H26 1.077
12 H 2.48 1.37 -3.20  C21 1.094
13 C -2.10 -0.41 1.56  C16 1.496, N32 1.369, N36 1.305
14 H -0.78 3.50 -0.64  C19 1.081
15 C 1.21 -2.94 -0.71  H3 1.090, H10 1.089, S25 1.814, C60 1.528
16 C -3.18 0.45 2.15  H1 1.094, C13 1.496, N44 1.455, C64 1.524
17 C -3.40 2.68 -0.82  H24 1.090, C27 1.509, C34 1.521, H35 1.090
18 H -4.25 -1.96 1.22  C23 1.091
19 C -0.89 2.53 -1.12  H14 1.081, C27 1.385, C39 1.386
20 H 1.64 -2.64 1.39  C60 1.095
21 C 2.47 0.45 -2.61  O9 1.410, H12 1.094, H31 1.089, H59 1.094
22 C 4.89 3.27 0.98  H40 1.095, H42 1.096, O56 1.405, H57 1.089
23 C -3.43 -2.39 0.64  C2 1.504, H18 1.091, N32 1.446, H55 1.096
24 H -3.17 3.66 -0.40  C17 1.090
25 S -0.55 -3.29 -0.44  C5 1.734, C15 1.814
26 H -5.01 -1.75 -2.39  C11 1.077
27 C -2.15 2.00 -1.32  C17 1.509, C19 1.385, C54 1.393
28 C -1.13 0.06 -2.32  H33 1.079, C48 1.396, C54 1.376
29 H -3.23 0.30 -2.07  C54 1.080
30 C 3.83 -1.62 0.41  C38 1.387, O46 1.372, C50 1.397
31 H 3.12 -0.28 -3.08  C21 1.089
32 N -2.25 -1.59 0.89  C5 1.366, C13 1.369, C23 1.446
33 H -1.20 -0.91 -2.78  C28 1.079
34 C -3.97 1.75 0.24  O4 1.212, C17 1.521, N44 1.359
35 H -4.13 2.79 -1.62  C17 1.090
36 N -0.85 -0.04 1.54  N7 1.340, C13 1.305
37 H 1.99 -0.61 0.95  C38 1.079
38 C 3.05 -0.52 0.75  C8 1.390, C30 1.387, H37 1.079
39 C 0.25 1.86 -1.53  C19 1.386, C48 1.389, H63 1.078
40 H 4.47 3.17 1.99  C22 1.095
41 H 6.79 -0.02 0.01  C52 1.078
42 H 4.08 3.49 0.28  C22 1.096
43 H -1.89 1.19 3.70  C64 1.087
44 N -3.19 1.66 1.34  C16 1.455, C34 1.359, H45 1.011
45 H -2.29 2.13 1.31  N44 1.011
46 O 3.40 -2.92 0.33  C30 1.372, C60 1.406
47 H 2.98 1.57 1.11  C8 1.079
48 C 0.14 0.62 -2.14  O9 1.363, C28 1.396, C39 1.389
49 H -2.95 -0.13 4.21  C64 1.087
50 C 5.19 -1.43 0.14  C30 1.397, H51 1.078, C52 1.375
51 H 5.78 -2.28 -0.12  C50 1.078
52 C 5.75 -0.17 0.21  H41 1.078, C50 1.375, C53 1.396
53 C 4.97 0.93 0.57  C8 1.387, C52 1.396, O56 1.369
54 C -2.25 0.74 -1.92  C27 1.393, C28 1.376, H29 1.080
55 H -3.23 -3.41 0.98  C23 1.096
56 O 5.62 2.14 0.61  C22 1.405, C53 1.369
57 H 5.60 4.10 0.97  C22 1.089
58 H -3.62 1.49 3.98  C64 1.087
59 H 2.84 0.66 -1.60  C21 1.094
60 C 2.04 -3.21 0.55  C15 1.528, H20 1.095, O46 1.406, H62 1.095
61 H -3.15 -3.03 -1.44  C2 1.081
62 H 2.01 -4.28 0.79  C60 1.095
63 H 1.21 2.31 -1.36  C39 1.078
64 C -2.89 0.77 3.61  C16 1.524, H43 1.087, H49 1.087, H58 1.087

The HOMO-LUMO gap is 8.40 eV. As for the energy above the lowest of the compared OMol25 structures with the same formula, charge and spin: 57.35 kcal per mole. As for the SMILES: C=CCn1c(SCCOc2ccc(OC)cc2)nnc1[C@@H](C)NC(=O)Cc1ccc(OC)cc1.

***

Going through the records in order, we get lowest unoccupied orbital energy values of 0.01002, 0.00466, 0.02300, 0.02221 hartree.